No. 1
Density functional theory data (ωB97M-V with the def2-TZVPD basis set) for C53H34F15GeIN4O5STeTi as an isolated structure at a distorted geometry.

The value obtained for the energy above the lowest of the compared OMol25 structures with the same formula, charge and spin is 151.8 kJ/mol. As for the multiplicity: 4. As for the total charge: -1. As for the gap between HOMO and LUMO (spin up / spin down): 4.4 / 5.7 eV. The calculation puts the lowest unoccupied orbital energy (spin up / spin down) at 1.875 / -0.488 eV.

```
116
Properties=species:S:1:pos:R:3:mulliken_charge:R:1
Ti 0.589 -0.298 1.416 -0.39
O -1.775 -2.180 3.965 -0.68
C -1.185 -1.179 3.217 0.34
O -0.499 -1.625 2.125 0.44
C -0.261 -0.308 4.099 -0.17
C -0.404 0.105 5.396 -1.05
C 0.536 1.108 5.860 -0.57
C 1.444 1.689 5.018 -1.19
C 1.517 1.246 3.675 -0.63
N 0.694 0.191 3.316 0.95
C 2.206 1.769 2.519 1.39
O 3.024 2.710 2.496 -0.94
O 1.864 1.108 1.385 0.43
H -2.403 -2.629 3.384 0.41
H -1.186 -0.290 6.029 0.53
H 0.486 1.437 6.892 0.41
H 2.089 2.493 5.353 0.53
C 0.551 5.087 -6.433 -1.63
C 0.422 4.291 -5.156 0.83
C 0.952 4.754 -3.963 -0.78
C 0.814 4.039 -2.772 1.22
C 1.425 4.636 -1.516 -1.79
C 0.102 2.836 -2.777 -0.16
Te -0.234 1.816 -0.885 0.01
N -0.896 0.951 1.370 0.44
C -1.953 0.824 2.059 -0.51
O -2.292 -0.299 2.782 -0.30
C -3.035 1.858 2.143 0.43
C -2.745 3.182 1.841 -0.08
C -3.735 4.153 1.895 -0.81
C -5.034 3.808 2.250 -0.50
C -5.328 2.488 2.564 -0.92
C -4.331 1.519 2.520 -0.01
C -2.337 1.825 -1.215 0.68
C -3.070 0.634 -1.090 0.17
C -2.443 -0.728 -0.936 -0.93
C -4.459 0.706 -1.096 -0.88
C -5.137 1.909 -1.213 0.62
C -6.642 1.974 -1.128 -1.73
C -4.389 3.066 -1.367 -0.55
C -2.999 3.057 -1.359 1.31
C -2.304 4.398 -1.484 -2.15
C -0.384 2.314 -3.991 1.11
C -1.064 0.961 -4.082 -1.28
C -0.223 3.056 -5.153 -0.90
H 1.021 6.053 -6.249 0.36
H -0.429 5.262 -6.882 0.34
H 1.155 4.550 -7.169 0.34
H 1.490 5.701 -3.950 0.36
H 2.407 5.059 -1.735 0.55
H 1.557 3.912 -0.714 -0.01
H 0.799 5.448 -1.125 0.29
H -1.726 3.442 1.586 0.54
H -3.491 5.186 1.667 0.42
H -5.808 4.566 2.292 0.43
H -6.336 2.213 2.860 0.44
H -4.552 0.488 2.766 0.48
H -1.551 -0.848 -1.548 -0.15
H -3.155 -1.506 -1.216 0.86
H -2.143 -0.915 0.097 -0.07
H -5.025 -0.215 -0.985 0.33
H -7.087 0.978 -1.178 0.39
H -7.060 2.584 -1.934 0.38
H -6.942 2.431 -0.178 0.27
H -4.902 4.021 -1.459 0.40
H -2.972 5.193 -1.148 0.56
H -2.021 4.600 -2.521 0.38
H -1.394 4.450 -0.886 0.16
H -0.581 0.229 -3.433 -0.02
H -1.019 0.580 -5.103 0.52
H -2.115 1.025 -3.792 0.28
H -0.608 2.656 -6.090 0.42
I 8.224 -0.813 0.773 0.07
C 6.333 -0.025 0.555 -1.03
C 5.781 1.025 1.257 -0.04
N 4.543 1.196 0.753 0.24
N 4.244 0.313 -0.206 -0.34
C 5.330 -0.435 -0.347 -0.31
H 6.157 1.622 2.074 0.53
H 3.840 1.849 1.111 0.12
H 5.361 -1.239 -1.072 0.65
F 4.610 -4.320 -1.050 -0.43
C 4.561 -3.705 0.148 0.18
C 3.433 -3.024 0.549 -0.14
C 3.538 -2.352 1.750 -0.83
F 2.496 -1.648 2.219 0.59
C 4.653 -2.398 2.557 0.05
F 4.700 -1.751 3.714 -0.38
C 5.727 -3.154 2.149 0.29
F 6.792 -3.269 2.930 -0.40
C 5.691 -3.798 0.938 0.44
F 6.744 -4.518 0.542 -0.39
Ge 1.644 -3.054 -0.300 1.58
S 1.178 -1.026 -0.879 -0.80
C 0.521 -4.044 1.010 0.17
C -0.804 -4.187 0.633 0.22
F -1.247 -3.594 -0.485 -0.61
C -1.723 -4.913 1.357 0.19
F -3.000 -5.003 0.971 -0.39
C -1.313 -5.543 2.506 0.77
F -2.181 -6.246 3.225 -0.36
C -0.006 -5.443 2.909 0.34
F 0.386 -6.063 4.023 -0.35
C 0.892 -4.704 2.159 0.02
F 2.144 -4.667 2.629 -0.35
C 1.631 -4.452 -1.703 0.10
C 1.125 -4.263 -2.973 -0.10
F 0.652 -3.079 -3.360 -0.19
C 1.075 -5.284 -3.909 0.04
F 0.583 -5.071 -5.129 -0.32
C 1.541 -6.529 -3.575 0.74
F 1.499 -7.513 -4.464 -0.32
C 2.048 -6.761 -2.320 0.10
F 2.501 -7.975 -2.006 -0.31
C 2.071 -5.728 -1.404 0.36
F 2.544 -6.018 -0.186 -0.40
```

No. 2
Density functional theory data (ωB97M-V with the def2-TZVPD basis set) for a 8-piece molecular cluster, C53H41BrCl2IN2O14S overall at a distorted geometry.

As for the multiplicity: 1. As for the total charge: +1. As for the gap between HOMO and LUMO: 6.2 eV. The calculation puts the lowest unoccupied orbital energy at -5.060 eV.

```
115
Properties=species:S:1:pos:R:3:mulliken_charge:R:1
C -3.409 0.462 -3.559 -0.49
C -3.101 -0.693 -4.683 0.22
Cl -4.368 -0.829 -6.079 -0.17
C -1.942 -1.640 -4.679 -0.41
Cl -1.871 -2.868 -6.095 -0.27
C -0.862 -1.564 -3.441 0.72
C 0.614 -1.009 -3.680 0.05
C 0.949 -0.549 -5.256 -0.27
C 0.308 0.948 -5.532 -0.40
C 0.391 1.967 -4.247 -0.20
S 2.167 2.375 -3.717 -0.20
N 1.745 -0.818 -2.773 -0.62
N 1.398 -1.255 -1.552 0.22
Br 2.835 -1.085 -0.296 0.11
C 0.161 -1.805 -1.025 1.12
C 0.087 -2.252 0.570 -1.34
C -1.169 -2.010 -1.905 -0.50
I -3.119 -2.760 -1.260 0.27
H -4.363 0.085 -2.949 0.30
H -3.766 1.480 -4.068 0.38
H -2.564 0.620 -2.764 -0.10
H 2.126 -0.584 -5.452 0.39
H 0.474 -1.267 -6.048 0.09
H -0.819 0.929 -5.878 0.20
H 0.970 1.424 -6.403 0.35
H -0.263 1.615 -3.312 -0.14
H -0.083 3.017 -4.560 0.45
H 2.239 2.192 -2.326 0.00
H 0.947 -3.029 0.855 0.40
H -0.921 -2.760 0.878 0.29
H 0.180 -1.264 1.234 0.36
C -3.777 3.763 1.395 -0.55
C -4.112 2.981 0.364 -0.41
C -3.327 1.777 0.030 0.32
O -3.632 1.061 -0.915 -0.45
C -2.158 1.470 0.878 -0.08
C -1.823 2.252 1.909 -0.45
C -2.608 3.456 2.243 0.35
O -2.303 4.172 3.188 -0.61
H -4.342 4.650 1.654 0.45
H -4.967 3.192 -0.267 0.46
H -1.594 0.582 0.619 0.42
H -0.968 2.041 2.540 0.55
C -1.009 1.651 7.068 -0.61
C -1.609 1.781 5.881 -0.23
C -2.268 0.633 5.226 0.45
O -2.816 0.751 4.139 -0.54
C -2.239 -0.662 5.934 -0.53
C -1.639 -0.791 7.122 -0.24
C -0.980 0.356 7.776 0.53
O -0.433 0.239 8.864 -0.65
H -0.521 2.483 7.562 0.46
H -1.640 2.724 5.349 0.46
H -2.727 -1.493 5.441 0.44
H -1.608 -1.735 7.654 0.48
C 3.415 4.475 -1.205 -0.01
C 4.465 5.184 -0.778 -0.69
C 4.430 5.904 0.510 0.35
O 5.390 6.554 0.901 -0.63
C 3.192 5.809 1.308 -0.28
C 2.142 5.101 0.881 -0.51
C 2.177 4.381 -0.407 0.80
O 1.217 3.731 -0.798 -0.50
H 3.424 3.942 -2.148 0.00
H 5.381 5.262 -1.352 0.45
H 3.183 6.343 2.251 0.48
H 1.226 5.022 1.455 0.54
C -1.733 -4.419 -10.066 -0.42
C -1.129 -3.524 -9.278 0.47
C 0.117 -2.853 -9.696 0.43
O 0.672 -2.035 -8.975 -0.52
C 0.669 -3.207 -11.019 -0.40
C 0.065 -4.101 -11.807 -0.41
C -1.181 -4.773 -11.389 0.30
O -1.736 -5.590 -12.111 -0.54
H -2.648 -4.921 -9.774 0.44
H -1.522 -3.253 -8.305 -0.03
H 1.583 -2.705 -11.311 0.42
H 0.458 -4.372 -12.780 0.41
C 6.427 6.035 3.769 -0.22
C 7.668 5.906 4.249 -0.45
C 7.911 5.635 5.680 0.30
O 9.046 5.519 6.121 -0.55
C 6.731 5.511 6.558 -0.39
C 5.490 5.640 6.078 -0.43
C 5.247 5.911 4.647 0.40
O 4.112 6.027 4.206 -0.52
H 6.231 6.234 2.722 0.60
H 8.544 5.993 3.618 0.45
H 6.927 5.312 7.605 0.40
H 4.615 5.552 6.710 0.43
C -7.286 -6.899 -2.179 -0.38
C -6.218 -7.636 -2.497 -0.37
C -5.021 -7.026 -3.109 0.31
O -4.043 -7.701 -3.402 -0.55
C -5.049 -5.571 -3.354 -0.41
C -6.117 -4.833 -3.035 -0.36
C -7.315 -5.443 -2.424 0.31
O -8.292 -4.769 -2.130 -0.55
H -8.173 -7.331 -1.731 0.42
H -6.181 -8.705 -2.323 0.41
H -4.163 -5.139 -3.802 0.59
H -6.154 -3.765 -3.209 0.57
C 3.803 -3.748 8.665 -0.36
C 3.661 -2.758 7.780 -0.43
C 2.507 -1.838 7.839 0.40
O 2.375 -0.932 7.027 -0.58
C 1.520 -2.054 8.914 -0.06
C 1.662 -3.045 9.800 -0.53
C 2.815 -3.965 9.741 0.33
O 2.948 -4.871 10.552 -0.54
H 4.643 -4.432 8.636 0.41
H 4.377 -2.585 6.985 0.41
H 0.680 -1.370 8.944 0.48
H 0.946 -3.217 10.594 0.45
```

No. 3
Density functional theory data (ωB97M-V with the def2-TZVPD basis set) for C53H41BrFN7O4PbS3 as an isolated structure.

The value obtained for the energy above the lowest of the compared OMol25 structures with the same formula, charge and spin is 19.3 kJ/mol. As for the multiplicity: 1. As for the total charge: 0. As for the gap between HOMO and LUMO: 6.5 eV. The calculation puts the lowest unoccupied orbital energy at -0.275 eV.

```
111
Properties=species:S:1:pos:R:3:mulliken_charge:R:1
Pb -0.135 -0.110 0.327 2.64
Br 2.650 4.408 5.742 -0.25
C 1.912 2.952 4.772 -0.29
C 0.685 2.405 5.161 -0.82
C 0.154 1.348 4.474 -0.32
C 0.778 0.775 3.331 0.34
O 0.243 -0.229 2.736 -1.00
C 2.018 1.372 2.950 0.72
C 2.804 0.913 1.833 -0.72
N 2.360 0.188 0.877 0.45
C 3.196 -0.243 -0.158 -0.32
C 4.124 0.525 -0.809 -0.01
C 4.899 -0.019 -1.858 -1.01
C 4.719 -1.312 -2.258 -0.93
C 3.743 -2.119 -1.621 1.40
C 3.497 -3.467 -1.977 -0.85
C 2.549 -4.181 -1.306 -0.72
C 1.828 -3.540 -0.271 -0.51
N 2.010 -2.295 0.075 -0.22
C 2.970 -1.583 -0.579 0.01
C 2.569 2.429 3.693 -0.76
H 0.164 2.816 6.016 0.43
H -0.791 0.922 4.783 0.18
H 3.862 1.203 1.842 0.50
H 4.248 1.562 -0.532 0.50
H 5.630 0.607 -2.352 0.40
H 5.308 -1.734 -3.061 0.42
H 4.072 -3.916 -2.779 0.44
H 2.334 -5.210 -1.555 0.48
H 1.038 -4.069 0.255 0.49
H 3.530 2.831 3.396 0.48
C -6.331 4.126 3.267 -1.39
C -6.059 4.503 1.817 -0.26
C -7.316 4.661 0.975 -1.07
C -8.033 3.329 0.816 -1.16
C -7.085 2.285 0.296 0.73
C -7.542 1.189 -0.400 -0.60
C -6.645 0.240 -0.883 -0.03
F -7.146 -0.817 -1.559 -0.38
C -5.296 0.356 -0.705 -1.04
C -4.808 1.465 -0.002 1.34
C -3.347 1.573 0.207 0.76
O -2.617 0.696 -0.269 -0.77
C -2.912 2.706 0.978 -0.31
C -3.853 3.598 1.399 -0.14
N -5.178 3.508 1.188 0.18
C -5.696 2.420 0.498 -0.65
C -1.472 3.018 1.352 -0.71
O -1.241 4.132 1.821 -0.87
O -0.624 2.109 1.156 0.27
H -6.982 4.862 3.735 0.40
H -5.400 4.086 3.831 0.39
H -6.808 3.148 3.341 0.35
H -5.501 5.443 1.791 0.50
H -7.038 5.048 -0.007 0.36
H -7.965 5.401 1.445 0.43
H -8.879 3.427 0.135 0.47
H -8.447 3.009 1.775 0.35
H -8.599 1.058 -0.587 0.52
H -4.597 -0.369 -1.100 0.78
H -3.509 4.461 1.957 0.63
S -0.913 -4.871 -3.503 0.01
C -0.910 -6.108 -4.678 -0.49
C -0.536 -5.643 -5.903 -0.62
C -0.237 -4.258 -5.883 -0.53
C -0.397 -3.698 -4.647 0.42
C -0.192 -2.303 -4.257 0.52
C 0.003 -1.966 -2.908 -0.57
N 0.214 -0.753 -2.477 0.50
C 0.220 0.260 -3.360 -0.50
C 0.015 0.050 -4.730 0.93
C -0.003 1.168 -5.635 -1.04
C 0.169 2.422 -5.173 -1.13
C 0.387 2.670 -3.773 0.83
C 0.558 3.969 -3.269 -0.76
C 0.755 4.165 -1.924 0.37
C 0.817 3.011 -1.112 -1.25
N 0.669 1.792 -1.557 0.96
C 0.430 1.603 -2.870 -0.96
C 0.912 5.476 -1.295 0.25
C 0.677 5.791 0.015 -0.20
C 0.930 7.160 0.294 -0.82
C 1.344 7.850 -0.804 -0.35
S 1.435 6.850 -2.187 -0.20
C -0.188 -1.268 -5.165 -0.79
H -1.191 -7.110 -4.407 0.43
H -0.470 -6.263 -6.783 0.40
H 0.102 -3.708 -6.745 0.40
H -0.020 -2.734 -2.151 -0.06
H -0.163 0.980 -6.688 0.45
H 0.149 3.267 -5.848 0.45
H 0.500 4.810 -3.952 0.45
H 0.991 3.106 -0.049 0.79
H 0.277 5.101 0.745 0.31
H 0.799 7.602 1.267 0.43
H 1.610 8.890 -0.872 0.44
H -0.365 -1.454 -6.217 0.44
C -2.102 -1.689 4.342 -1.02
N -1.836 -2.130 2.991 0.02
C -2.593 -2.082 1.893 0.36
S -1.976 -2.724 0.440 -0.44
N -3.815 -1.509 1.857 -0.13
C -4.343 -0.395 2.629 -1.10
H -1.312 -2.094 4.968 0.33
H -3.050 -2.093 4.697 0.49
H -2.084 -0.606 4.437 0.21
H -0.863 -2.306 2.780 0.28
H -4.180 -1.554 0.913 0.19
H -4.146 -0.492 3.687 0.42
H -5.424 -0.380 2.490 0.33
H -3.929 0.556 2.283 0.33
```

No. 4
Density functional theory data (ωB97M-V with the def2-TZVPD basis set) for C53H43AuBrF3N2O2PSb as an isolated structure at a distorted geometry.

As for the multiplicity: 3. As for the total charge: +2. As for the gap between HOMO and LUMO (spin up / spin down): 6.7 / 3.6 eV. The calculation puts the lowest unoccupied orbital energy (spin up / spin down) at -5.508 / -8.960 eV.

```
107
Properties=species:S:1:pos:R:3:mulliken_charge:R:1
Au 1.077 1.470 -0.027 0.67
C 2.171 2.227 3.364 -1.10
C 1.750 1.017 4.135 0.78
C 1.666 1.053 5.519 -0.88
C 1.211 -0.039 6.238 -0.82
C 0.825 -1.194 5.575 -0.90
C 0.924 -1.268 4.198 -1.13
C 1.414 -0.177 3.477 1.18
P 1.662 -0.293 1.679 0.40
C 1.155 -1.984 1.268 1.72
C 2.080 -3.012 1.442 -0.35
C 1.664 -4.328 1.384 -1.17
C 0.336 -4.621 1.106 -1.10
C -0.562 -3.597 0.854 -0.60
C -0.178 -2.267 0.943 0.61
C -1.162 -1.168 0.701 -0.96
C 3.460 -0.163 1.483 -0.12
C 4.348 -0.539 2.482 0.09
C 5.707 -0.307 2.318 -0.88
C 6.167 0.388 1.205 -0.75
C 5.284 0.810 0.232 -1.19
C 3.923 0.474 0.310 0.84
C 3.026 0.706 -0.789 -1.33
H 2.312 3.074 4.030 0.53
H 1.407 2.487 2.623 -0.03
H 3.107 2.049 2.833 0.21
H 1.962 1.947 6.043 0.48
H 1.148 0.015 7.314 0.43
H 0.456 -2.039 6.133 0.49
H 0.646 -2.182 3.694 0.45
H 3.118 -2.774 1.632 0.43
H 2.375 -5.122 1.563 0.54
H -0.004 -5.647 1.077 0.54
H -1.585 -3.842 0.611 0.51
H -2.133 -1.579 0.442 0.67
H -0.807 -0.531 -0.113 -0.41
H -1.278 -0.554 1.595 0.08
H 3.984 -1.004 3.389 0.56
H 6.400 -0.643 3.071 0.48
H 7.219 0.603 1.107 0.45
H 5.651 1.343 -0.630 0.50
H 2.539 -0.188 -1.162 0.44
H 3.423 1.322 -1.584 0.53
C 1.073 2.298 -3.367 -1.21
O 0.741 1.044 -2.793 0.56
C 0.323 0.067 -3.657 0.42
C -0.074 0.325 -4.956 -0.53
C -0.505 -0.716 -5.779 -0.95
Br -0.996 -0.321 -7.572 -0.07
C -0.561 -2.015 -5.314 -0.80
C -0.116 -2.311 -4.025 1.10
C 0.348 -1.270 -3.182 0.16
O 0.806 -1.508 -1.953 -0.46
C -0.078 -3.673 -3.527 -0.23
N 0.615 -4.026 -2.453 -0.36
C 0.454 -5.370 -2.314 0.46
C 1.021 -6.270 -1.403 -1.05
C 0.623 -7.583 -1.471 -0.59
C -0.304 -8.025 -2.427 -0.51
C -0.835 -7.166 -3.372 -0.98
C -0.426 -5.842 -3.327 0.62
N -0.716 -4.738 -4.091 -0.03
H 0.175 2.846 -3.667 0.29
H 1.727 2.169 -4.232 0.50
H 1.592 2.856 -2.587 0.24
H -0.050 1.323 -5.363 0.63
H -0.922 -2.785 -5.976 0.54
H 0.860 -2.508 -1.833 0.80
H 1.760 -5.939 -0.697 0.76
H 1.036 -8.299 -0.779 0.46
H -0.595 -9.065 -2.434 0.42
H -1.530 -7.521 -4.116 0.44
H -1.283 -4.726 -4.925 0.23
F -5.280 0.374 4.003 -0.33
C -4.396 0.971 3.200 0.15
C -3.073 1.051 3.605 -0.29
C -2.149 1.614 2.745 -0.84
C -2.551 2.098 1.509 0.33
C -3.886 2.050 1.137 -0.48
C -4.819 1.474 1.980 -0.66
Sb -1.132 3.073 0.249 1.19
C -1.617 5.047 0.987 0.19
C -0.995 5.492 2.143 -0.52
C -1.358 6.706 2.695 -0.62
C -2.342 7.457 2.071 0.18
F -2.666 8.647 2.575 -0.31
C -2.996 7.002 0.938 -0.64
C -2.627 5.787 0.392 -0.23
C -2.052 2.888 -1.666 0.14
C -2.578 1.651 -2.015 -0.46
C -3.015 1.412 -3.303 -0.52
C -2.922 2.431 -4.237 0.22
F -3.289 2.185 -5.497 -0.40
C -2.414 3.679 -3.908 -0.63
C -1.959 3.894 -2.618 -0.88
H -2.792 0.685 4.580 0.54
H -1.109 1.671 3.046 0.46
H -4.200 2.457 0.184 0.41
H -5.860 1.407 1.708 0.49
H -0.222 4.901 2.616 0.33
H -0.891 7.075 3.592 0.48
H -3.780 7.597 0.498 0.47
H -3.132 5.425 -0.494 0.38
H -2.646 0.865 -1.275 0.43
H -3.412 0.452 -3.593 0.56
H -2.363 4.452 -4.657 0.49
H -1.528 4.851 -2.360 0.59
```